No. 1
C9H16NO | wB97M-V/def2-TZVPD

Last columns: bonded neighbours and bond lengths (Å).
Geometry (Å):
1 C -2.158 1.213 -0.286  C2 1.517, N3 1.489, H4 1.080, H5 1.078
2 C -3.183 0.135 0.010  C1 1.517, H6 1.083, H7 1.090, H11 1.087
3 N -2.639 1.992 -1.461  C1 1.489, H8 1.022, H9 1.022, H10 1.022
4 H -2.011 1.734 0.648  C1 1.080
5 H -1.199 0.744 -0.439  C1 1.078
6 H -2.915 -0.425 0.898  C2 1.083
7 H -3.230 -0.630 -0.765  C2 1.090
8 H -1.897 2.527 -1.916  N3 1.022
9 H -3.063 1.339 -2.123  N3 1.022
10 H -3.321 2.698 -1.175  N3 1.022
11 H -4.187 0.505 0.203  C2 1.087
12 C 2.886 -2.959 0.164  C18 1.494, H25 1.086, H26 1.099, H27 1.090
13 C 1.177 0.910 0.541  C14 1.392, C15 1.379, O19 1.396
14 C 1.298 0.368 -0.735  C13 1.392, C16 1.394, H20 1.084
15 C 1.269 0.125 1.672  C13 1.379, C17 1.389, H22 1.085
16 C 1.760 -0.942 -0.842  C14 1.394, C18 1.382, H23 1.086
17 C 1.912 -1.098 1.528  C15 1.389, C18 1.398, H24 1.078
18 C 2.162 -1.656 0.272  C12 1.494, C16 1.382, C17 1.398
19 O 0.811 2.256 0.578  C13 1.396, H21 0.974
20 H 1.080 1.056 -1.545  C14 1.084
21 H 1.286 2.676 1.316  O19 0.974
22 H 0.962 0.494 2.645  C15 1.085
23 H 1.827 -1.338 -1.851  C16 1.086
24 H 2.106 -1.729 2.381  C17 1.078
25 H 3.375 -3.062 -0.800  C12 1.086
26 H 2.258 -3.860 0.133  C12 1.099
27 H 3.632 -3.074 0.950  C12 1.090

Summary:
- Total charge: +1
- Molecular weight: 154.23 g/mol
- HOMO energy: -11.39 eV
- HOMO-LUMO gap: 7.8 eV

=====

No. 2
CH14O5 | wB97M-V/def2-TZVPD

Last columns: bonded neighbours and bond lengths (Å).
Geometry (Å):
1 C 1.561 1.324 0.415  H2 1.086, H3 1.126, H4 1.143, H5 1.206
2 H 1.442 1.453 1.487  C1 1.086
3 H 0.570 1.060 -0.049  C1 1.126
4 H 1.838 2.339 -0.031  C1 1.143
5 H 2.372 0.556 -0.039  C1 1.206
6 H -2.296 0.221 1.162  O8 0.881
7 H -2.993 -0.610 2.246  O8 0.956
8 O -2.188 -0.405 1.773  H6 0.881, H7 0.956
9 H -2.727 1.607 -1.863  O11 0.987
10 H -3.340 0.332 -1.209  O11 0.975
11 O -2.853 1.149 -0.999  H9 0.987, H10 0.975
12 H 5.528 -3.672 -3.075  O14 0.955
13 H 4.137 -3.390 -3.492  O14 0.953
14 O 4.987 -3.615 -3.860  H12 0.955, H13 0.953
15 H -1.038 3.027 3.144  O17 0.995
16 H -2.107 1.935 2.907  O17 0.905
17 O -1.986 2.753 3.275  H15 0.995, H16 0.905
18 H 0.319 -2.560 -0.720  O20 0.977
19 H -0.920 -1.673 -0.185  O20 0.946
20 O -0.307 -1.830 -0.888  H18 0.977, H19 0.946

Summary:
- SMILES string: C.O.O.O.O.O
- Total charge: 0
- Molecular weight: 106.12 g/mol
- HOMO energy: -11.39 eV
- HOMO-LUMO gap: 11.7 eV

=====

No. 3
C5H6O | wB97M-V/def2-TZVPD

Last columns: bonded neighbours and bond lengths (Å).
Geometry (Å):
1 C -3.001 -0.181 -0.091  C3 1.187, H7 1.048
2 C 0.254 1.663 -0.063  C4 1.208, H8 1.043
3 C -4.145 -0.472 0.031  C1 1.187, H9 1.044
4 C 0.788 0.580 -0.097  C2 1.208, O6 1.286
5 C 2.700 -0.625 0.135  O6 1.469, H10 1.209, H11 1.122, H12 1.139
6 O 1.275 -0.604 -0.221  C4 1.286, C5 1.469
7 H -2.053 -0.011 -0.503  C1 1.048
8 H 0.091 2.651 -0.354  C2 1.043
9 H -5.064 -0.719 0.461  C3 1.044
10 H 2.845 -1.009 1.272  C5 1.209
11 H 3.333 0.272 -0.093  C5 1.122
12 H 2.975 -1.546 -0.476  C5 1.139

Summary:
- SMILES string: C#COC.C#C
- Total charge: 0
- Molecular weight: 82.10 g/mol
- HOMO energy: -9.45 eV
- HOMO-LUMO gap: 10.3 eV

=====

Q: HOMO-LUMO gap of number 1 (C9H16NO)?
A: 7.8 eV

=====

Q: Which value of total charge does entry 2 give?
A: 0

=====

Q: Among the records above, which one has the lowest molecular weight?
A: C5H6O